No. 1
This record from the OMol25 dataset describes a structure of composition C4H7AlN. The level of theory is ωB97M-V/def2-TZVPD.

- ΔE to the lowest compared entry with this formula, charge and spin (kcal/mol) = 21.9
- charge = +3
- M (g mol⁻¹) = 96.09
- Kohn-Sham gap (eV) = 2.79
- maximum force (eV/A) = 3.02
- multiplicity = 1
- DFT total energy (a.u.) = -452.23682

```
13
Properties=species:S:1:pos:R:3:lowdin_charge:R:1
H 37.793 -0.237 11.956 0.2455
C 36.367 1.171 11.635 -0.0447
C 36.820 -0.200 11.386 -0.0064
H 36.656 0.680 8.465 0.2519
C 37.588 0.250 8.978 0.1016
H 38.191 -0.276 8.235 0.1334
N 35.900 2.202 11.907 0.2470
H 37.762 -1.594 9.754 0.2421
Al 34.943 4.965 12.637 1.2606
H 36.077 -1.229 9.619 0.2444
H 38.203 1.111 9.293 0.1574
H 36.039 -0.787 11.890 0.1791
C 37.038 -0.762 9.985 -0.0119
```

=====

No. 2
This record from the OMol25 dataset describes a cluster of 2 separate species, C4H7Br in total. The level of theory is ωB97M-V/def2-TZVPD.

- ΔE to the lowest compared entry with this formula, charge and spin (kcal/mol) = 52.2
- charge = 0
- M (g mol⁻¹) = 135.00
- Kohn-Sham gap (eV) = 10.73
- maximum force (eV/A) = 4.78
- multiplicity = 1
- DFT total energy (a.u.) = -2730.52502

```
12
Properties=species:S:1:pos:R:3:lowdin_charge:R:1
H 1.377 -0.057 1.249 0.0192
C -1.761 0.602 -0.931 -0.1167
C 2.163 0.396 0.577 -0.4387
H 2.779 1.222 0.915 -0.0047
Br 3.593 -1.060 0.407 0.4145
H 1.736 0.572 -0.403 -0.0064
H -1.406 -2.364 1.081 -0.0139
H -0.784 0.765 -1.485 0.0938
H -2.500 0.125 -1.552 0.0717
C -1.573 -0.346 0.178 -0.1811
C -1.459 -1.431 0.719 0.1061
H -2.164 1.575 -0.755 0.0559
```

=====

No. 3
This record from the OMol25 dataset describes a cluster of 2 separate species, C4H7Br2N in total. The level of theory is ωB97M-V/def2-TZVPD.

- ΔE to the lowest compared entry with this formula, charge and spin (kcal/mol) = 83.8
- charge = 0
- M (g mol⁻¹) = 228.92
- Kohn-Sham gap (alpha / beta) (eV) = 7.22 / 8.11
- maximum force (eV/A) = 3.83
- multiplicity = 1
- DFT total energy (a.u.) = -5359.22899

```
14
Properties=species:S:1:pos:R:3:lowdin_charge:R:1
C -0.547 2.267 -0.940 -0.7387
Br 0.057 2.541 -2.712 0.5795
C -1.419 -0.160 -0.802 -0.6100
C 0.646 -0.605 0.582 -0.0573
H 0.913 0.422 0.631 0.0408
H -0.500 3.826 0.496 0.0606
H 0.122 -0.784 1.483 0.0602
Br -2.268 -0.065 -2.503 0.6520
H 1.543 -1.104 0.633 0.0335
N -0.503 2.947 0.050 0.0655
H -1.807 0.043 0.188 0.0658
H 0.349 -0.976 -1.708 0.0705
C -0.145 -0.930 -0.789 -0.3147
H -0.634 -1.888 -0.706 0.0925
```

=====

No. 4
This record from the OMol25 dataset describes a cluster of 2 separate species, C4H7BrClIN4O4 in total. The level of theory is ωB97M-V/def2-TZVPD.

- ΔE to the lowest compared entry with this formula, charge and spin (kcal/mol) = 2.4
- charge = 0
- M (g mol⁻¹) = 417.39
- Kohn-Sham gap (eV) = 5.26
- maximum force (eV/A) = 0.41
- multiplicity = 1
- DFT total energy (a.u.) = -4008.08348

```
22
Properties=species:S:1:pos:R:3:lowdin_charge:R:1
O 3.482 1.963 -1.821 -0.4317
O 1.555 1.013 -2.788 -0.4281
H -1.921 -1.045 2.227 0.0873
H -1.075 -2.693 0.384 0.1234
Cl 2.308 2.249 -2.628 0.6063
H 1.422 -2.295 1.344 0.1740
C 0.100 -0.910 0.421 -0.2635
H -1.496 -1.454 -0.774 0.1395
Br -2.398 1.659 2.136 0.6504
I 4.085 -0.527 1.414 1.0301
C -1.194 -1.616 0.264 -0.1111
H -2.312 0.662 -0.145 0.0571
N 1.583 0.624 0.280 0.0931
C -2.283 -1.063 1.201 -0.2628
O 1.484 3.218 -1.947 -0.3865
H -3.125 -1.752 1.121 0.1123
C -2.770 0.336 0.786 -0.6212
N 2.133 -0.399 0.843 -0.5698
O 2.712 2.748 -3.912 -0.3599
N 1.227 -1.388 0.945 0.1348
H -3.845 0.334 0.633 0.0570
N 0.331 0.339 0.017 0.1693
```

=====

No. 5
This record from the OMol25 dataset describes an isolated molecule of C4H7BrN2O2S. The level of theory is ωB97M-V/def2-TZVPD.

- charge = 0
- M (g mol⁻¹) = 227.08
- Kohn-Sham gap (eV) = 2.96
- maximum force (eV/A) = 9.01
- multiplicity = 1
- DFT total energy (a.u.) = -3388.40157

```
17
Properties=species:S:1:pos:R:3:lowdin_charge:R:1
C -0.725 0.501 -1.365 -0.2101
O -1.885 -1.984 -0.953 -0.9140
Br -0.702 -3.683 -1.390 -0.1501
H -1.015 1.641 -1.563 0.1209
H 2.031 -1.470 -0.711 0.1372
H 3.135 -0.460 1.757 0.1546
C 1.715 -0.596 -0.001 0.0803
C 1.446 1.108 1.831 0.0223
H -0.466 2.198 1.002 0.1692
H -2.112 -0.303 0.753 0.0644
N 2.284 -0.068 1.298 0.0267
N 0.274 1.461 0.898 0.0789
S -2.191 -0.493 -0.656 0.7356
C 0.447 0.426 -0.191 -0.1618
H 1.632 1.713 2.843 0.1556
H -0.302 0.015 -2.368 0.1414
O -3.566 -0.007 -1.184 -0.4511
```

=====

No. 6
This record from the OMol25 dataset describes a cluster of 2 separate species, C4H7BrO in total. The level of theory is ωB97M-V/def2-TZVPD.

- ΔE to the lowest compared entry with this formula, charge and spin (kcal/mol) = 126.3
- charge = 0
- M (g mol⁻¹) = 151.00
- Kohn-Sham gap (alpha / beta) (eV) = 7.40 / 7.40
- maximum force (eV/A) = 4.65
- multiplicity = 1
- DFT total energy (a.u.) = -2805.65454

```
13
Properties=species:S:1:pos:R:3:lowdin_charge:R:1
C 1.659 2.570 0.153 -0.3628
O 0.478 2.150 0.531 -0.1885
H -2.218 -2.317 0.337 0.0555
Br 2.017 -0.896 -0.142 0.8473
H 1.912 2.226 -0.892 0.0821
C -0.748 -0.729 0.603 -0.2486
H -1.577 -0.019 0.988 0.1503
H -0.677 -2.890 1.097 0.0803
H 1.633 3.663 -0.063 0.0927
H 2.359 2.457 0.973 0.0689
C -1.157 -2.186 0.390 -0.1100
H -0.706 -2.685 -0.544 0.0963
C 0.411 -0.248 0.332 -0.5635
```

=====

No. 7
This record from the OMol25 dataset describes an isolated molecule of C4H7Cl. The level of theory is ωB97M-V/def2-TZVPD.

- ΔE to the lowest compared entry with this formula, charge and spin (kcal/mol) = 25.5
- charge = 0
- M (g mol⁻¹) = 90.55
- Kohn-Sham gap (eV) = 10.51
- maximum force (eV/A) = 4.12
- multiplicity = 1
- DFT total energy (a.u.) = -616.73685

```
12
Properties=species:S:1:pos:R:3:lowdin_charge:R:1
C 0.634 0.474 0.366 -0.3119
H -0.269 2.346 0.128 0.0359
H 1.712 2.287 0.186 0.1011
C 0.647 1.782 0.170 -0.0162
Cl -2.022 0.218 0.867 0.6435
H -1.075 -1.978 -0.753 0.0725
H -0.327 -1.414 1.296 0.1440
H -0.620 -0.333 -1.466 0.0854
C -0.372 -1.159 -0.805 -0.1319
C -0.448 -0.475 0.598 -0.7994
H 0.531 -1.600 -0.945 0.0377
H 1.608 -0.147 0.359 0.1391
```

=====

No. 8
This record from the OMol25 dataset describes an isolated molecule of C4H7Cl2P. The level of theory is ωB97M-V/def2-TZVPD.

- ΔE to the lowest compared entry with this formula, charge and spin (kcal/mol) = 16.7
- charge = 0
- M (g mol⁻¹) = 156.98
- Kohn-Sham gap (eV) = 9.95
- maximum force (eV/A) = 6.10
- multiplicity = 1
- DFT total energy (a.u.) = -1418.32977

```
14
Properties=species:S:1:pos:R:3:lowdin_charge:R:1
P 2.133 0.030 1.580 0.2121
H -0.445 2.026 1.364 0.1135
C -0.497 0.858 1.168 -0.1756
H -0.356 -2.083 -2.133 0.0620
C -0.098 -1.133 -1.613 -0.0021
Cl 3.647 -0.303 0.193 0.1648
C 0.661 -1.118 -0.479 -0.1612
H 1.223 1.124 -0.146 0.0761
Cl 2.410 1.952 2.246 0.1676
H -0.647 -0.214 -1.904 0.0679
H -0.640 0.371 2.102 0.0510
H -1.379 0.674 0.620 0.0500
C 0.681 0.316 0.431 -0.6258
H 1.333 -1.766 -0.056 -0.0004
```

=====

No. 9
This record from the OMol25 dataset describes an isolated molecule of C4H7ClF2O. The level of theory is ωB97M-V/def2-TZVPD.

- charge = 0
- M (g mol⁻¹) = 144.55
- Kohn-Sham gap (eV) = 10.97
- maximum force (eV/A) = 5.01
- multiplicity = 1
- DFT total energy (a.u.) = -891.69607

```
15
Properties=species:S:1:pos:R:3:lowdin_charge:R:1
H 0.574 -2.299 -0.574 0.1439
H -2.103 0.266 0.696 0.1714
O -1.715 -0.552 1.267 -0.0598
H 0.048 1.028 -1.716 0.1304
F -1.129 -1.234 -1.223 -0.0488
C -0.437 -0.173 1.494 -0.2690
C 0.298 0.018 0.091 -0.7145
C 0.215 -1.251 -0.820 -0.2245
Cl 2.043 0.043 0.256 0.7320
H 0.943 -1.115 -1.638 0.0920
C 0.050 1.322 -0.660 -0.2378
H -0.492 0.679 2.062 0.1024
H 0.581 2.272 -0.394 0.1419
F -1.239 1.703 -0.512 -0.0402
H 0.008 -0.861 2.057 0.0808
```

=====

The highest charge belongs to which entry?
C4H7AlN

=====

Look up the maximum force of the eighth one.
6.10 eV/A